(P)
C28H35IrN3O as an isolated structure. Source: the OMol25 dataset; level of theory: the ωB97M-V functional and the def2-TZVPD basis.

```
68
Properties=species:S:1:pos:R:3:mulliken_charge:R:1
Ir -1.01 -0.26 0.49 1.62
N -3.10 1.52 2.09 -0.06
N -0.61 2.05 -0.43 0.81
C -0.42 -2.09 -0.28 0.30
C -1.44 -1.50 -1.13 0.93
C -2.63 -1.33 -0.33 -0.12
C -3.95 -0.80 -0.81 -1.58
H -3.86 -0.29 -1.78 0.42
H -4.38 -0.09 -0.08 0.44
H -4.67 -1.64 -0.94 0.28
C -2.35 -1.77 1.00 0.51
C -3.34 -1.79 2.14 -1.13
H -3.89 -2.75 2.17 0.30
H -4.07 -0.97 2.03 0.27
H -2.83 -1.66 3.11 0.26
C -0.98 -2.27 1.03 0.33
C -0.31 -2.91 2.20 -1.16
H -0.67 -2.50 3.16 0.30
H 0.78 -2.78 2.17 0.30
H -0.51 -4.00 2.22 0.36
C -1.30 -1.21 -2.59 -1.52
H -2.10 -1.70 -3.18 0.41
H -0.33 -1.57 -2.98 0.41
H -1.36 -0.12 -2.79 0.27
C 0.94 -2.55 -0.72 -1.31
H 1.72 -2.24 -0.01 0.19
H 1.21 -2.14 -1.70 0.18
H 0.98 -3.66 -0.80 0.36
C -3.66 2.12 3.15 -0.32
H -4.05 1.45 3.92 0.28
C -3.75 3.51 3.30 -0.72
H -4.22 3.94 4.19 0.33
C -3.23 4.31 2.28 -0.67
H -3.27 5.41 2.35 0.35
C -2.64 3.71 1.17 -0.73
H -2.20 4.31 0.37 0.15
C -2.59 2.30 1.10 -0.02
C -1.92 1.57 0.00 -0.35
H -2.60 1.43 -0.85 0.57
C 0.21 0.98 -0.35 -1.98
C 0.01 3.16 -0.99 -0.42
H -0.47 4.12 -1.13 0.52
C 1.29 2.75 -1.27 -0.98
H 2.14 3.29 -1.70 0.49
N 1.40 1.40 -0.88 1.10
C 2.56 0.58 -1.08 -0.67
C 2.74 -0.05 -2.34 0.81
C 3.86 -0.89 -2.50 -0.67
H 4.00 -1.39 -3.46 0.19
C 4.78 -1.11 -1.46 0.76
C 5.98 -2.00 -1.67 -1.37
H 5.89 -2.94 -1.11 0.25
H 6.91 -1.50 -1.31 0.32
H 6.13 -2.24 -2.73 0.34
C 4.56 -0.46 -0.23 -1.17
H 5.27 -0.62 0.59 0.20
C 3.46 0.39 -0.02 1.28
C 3.24 1.03 1.33 -1.22
H 3.30 2.13 1.27 0.26
H 3.98 0.67 2.06 0.37
H 2.23 0.79 1.71 -0.02
C 1.76 0.14 -3.47 -1.55
H 2.10 0.92 -4.17 0.31
H 0.77 0.47 -3.09 0.08
H 1.63 -0.79 -4.03 0.38
O -0.40 0.34 2.31 -0.48
H -1.10 0.03 2.94 0.35
H 0.38 -0.24 2.52 0.28
```

As for the multiplicity: 5. Its gap between HOMO and LUMO (spin up / spin down) is 2.5 / 5.6 eV. The HOMO energy (spin up / spin down) is -0.0045 / -0.1733 Eh. The net charge is -1.

***

(Q)
C28H35IrN3O as an isolated structure. Source: the OMol25 dataset; level of theory: the ωB97M-V functional and the def2-TZVPD basis.

```
68
Properties=species:S:1:pos:R:3:mulliken_charge:R:1
Ir 0.16 -0.01 -0.14 -0.22
N -1.28 -1.93 2.08 -0.32
N -0.58 -2.23 -1.28 1.16
C 1.28 1.77 -0.45 0.20
C 2.16 0.67 -0.14 1.09
C 1.85 0.23 1.20 -0.15
C 2.48 -0.90 1.93 -1.23
H 3.03 -1.55 1.24 0.32
H 1.72 -1.50 2.45 0.34
H 3.18 -0.53 2.69 0.27
C 0.79 1.06 1.70 0.25
C 0.16 0.94 3.05 -0.86
H 0.73 1.50 3.80 0.37
H 0.10 -0.11 3.36 0.16
H -0.86 1.34 3.04 0.17
C 0.46 2.01 0.69 1.31
C -0.57 3.09 0.82 -1.94
H -1.37 2.81 1.52 0.10
H -1.02 3.33 -0.15 0.20
H -0.12 4.01 1.21 0.39
C 3.18 0.02 -1.02 -1.41
H 4.14 -0.05 -0.50 0.38
H 3.29 0.58 -1.95 0.41
H 2.87 -1.00 -1.27 0.14
C 1.23 2.56 -1.72 -1.44
H 0.19 2.69 -2.03 0.28
H 1.74 2.03 -2.52 0.09
H 1.67 3.56 -1.60 0.46
C -2.13 -2.37 3.01 -0.21
H -2.30 -1.72 3.87 0.37
C -2.77 -3.61 2.91 -0.83
H -3.49 -3.90 3.68 0.34
C -2.49 -4.44 1.83 -0.35
H -2.98 -5.40 1.69 0.40
C -1.55 -4.01 0.90 -0.84
H -1.24 -4.60 0.04 0.20
C -0.98 -2.73 1.07 1.02
C -0.04 -2.23 0.05 -0.51
H 0.95 -2.74 0.09 -0.08
C -0.45 -0.95 -1.70 -1.69
C -0.59 -3.08 -2.39 -0.73
H -0.62 -4.14 -2.27 0.48
C -0.64 -2.29 -3.48 -0.93
H -0.72 -2.53 -4.52 0.53
N -0.52 -0.95 -3.06 1.75
C -0.43 0.20 -3.92 -2.23
C 0.78 0.47 -4.59 1.73
C 0.82 1.58 -5.44 -1.03
H 1.76 1.81 -5.96 0.16
C -0.30 2.39 -5.63 1.77
C -0.24 3.57 -6.56 -1.49
H -0.28 4.52 -6.00 0.34
H -1.10 3.57 -7.25 0.36
H 0.68 3.56 -7.15 0.33
C -1.48 2.09 -4.96 -2.16
H -2.37 2.70 -5.11 -0.05
C -1.57 0.99 -4.10 2.84
C -2.86 0.65 -3.42 -1.41
H -3.28 -0.30 -3.79 0.26
H -3.58 1.44 -3.63 0.55
H -2.75 0.57 -2.33 0.06
C 2.00 -0.39 -4.44 -1.98
H 2.09 -1.10 -5.27 0.39
H 2.02 -0.95 -3.50 0.12
H 2.89 0.25 -4.47 0.44
O -2.25 0.17 0.26 0.71
H -2.37 -0.03 1.21 -0.01
H -2.58 1.07 0.11 -0.13
```

As for the multiplicity: 5. Its gap between HOMO and LUMO (spin up / spin down) is 2.2 / 6.7 eV. The HOMO energy (spin up / spin down) is 0.0093 / -0.2104 Eh. The net charge is -1.

***

Unit: kcal/mol. Relative energies: (P) 43.7; (Q) 0.0.

***

(P)
One molecule with the formula C6H9F3. Source: the OMol25 dataset; level of theory: the ωB97M-V functional and the def2-TZVPD basis.

```
18
Properties=species:S:1:pos:R:3:mulliken_charge:R:1
C -0.09 0.14 0.48 0.40
C -1.04 -0.83 -0.07 1.62
C -2.22 0.15 -0.26 -0.08
C -0.12 0.45 1.93 -1.55
C 0.73 0.99 -0.42 -1.42
C -0.71 -1.55 -1.37 -1.43
F -1.43 -1.78 0.86 -0.36
F -2.72 0.80 0.81 -0.22
F -2.11 1.02 -1.28 -0.23
H 0.89 0.69 2.26 0.44
H -0.49 -0.39 2.51 0.36
H -0.75 1.31 2.14 0.31
H 0.88 1.97 0.03 0.39
H 0.28 1.12 -1.40 0.39
H 1.72 0.54 -0.56 0.30
H -1.57 -2.16 -1.66 0.40
H 0.15 -2.19 -1.21 0.37
H -0.49 -0.84 -2.16 0.31
```

Its gap between HOMO and LUMO (spin up / spin down) is 8.8 / 8.2 eV. The HOMO energy (spin up / spin down) is -0.3034 / -0.2846 Eh. The net charge is 0.

***

(Q)
One molecule with the formula C6H9F3. Source: the OMol25 dataset; level of theory: the ωB97M-V functional and the def2-TZVPD basis.

```
18
Properties=species:S:1:pos:R:3:mulliken_charge:R:1
C -0.56 -2.02 0.67 -0.95
C -0.46 -0.81 0.16 0.18
C 0.82 -0.03 0.04 0.57
C 1.20 0.26 -1.38 -1.52
C 0.78 1.26 0.92 -1.50
C -1.82 0.10 -0.15 0.67
F -1.63 0.98 -1.09 -0.23
F -2.86 -0.73 -0.35 -0.28
F -2.13 0.85 0.89 -0.24
H -1.50 -2.51 0.84 0.35
H 0.43 -2.42 0.97 0.25
H 1.53 -0.69 0.51 0.49
H 0.82 1.30 -1.81 0.26
H 2.25 0.30 -1.56 0.43
H 0.78 -0.41 -2.12 0.37
H -0.11 1.70 0.69 0.42
H 1.61 1.89 0.79 0.42
H 0.84 0.97 1.99 0.32
```

Its gap between HOMO and LUMO is 11.4 eV. Its structure (SMILES) is C=C(C(C)C)C(F)(F)F. The HOMO energy is -0.3804 Eh. The net charge is 0.

***

Unit: kcal/mol. Relative energies: (P) 43.3; (Q) 0.0.

***

(P)
H3N3O3S as an isolated structure. Source: the OMol25 dataset; level of theory: the ωB97M-V functional and the def2-TZVPD basis.

```
10
Properties=species:S:1:pos:R:3:mulliken_charge:R:1
N -2.01 -0.80 0.21 -0.58
N -0.74 -1.08 0.06 0.00
N 0.13 -0.20 -0.39 0.40
O -0.83 1.74 0.30 -0.36
O 0.01 1.07 -0.68 -0.10
O 1.62 -0.55 0.43 -0.30
S 2.82 0.45 0.15 0.06
H -2.59 -1.61 0.60 0.25
H -1.63 1.08 0.36 0.47
H 3.22 -0.09 -1.05 0.17
```

Its gap between HOMO and LUMO is 8.1 eV. The HOMO energy is -0.3468 Eh. The net charge is 0.

***

(Q)
One molecule with the formula H3N3O3S. Source: the OMol25 dataset; level of theory: the ωB97M-V functional and the def2-TZVPD basis.

```
10
Properties=species:S:1:pos:R:3:mulliken_charge:R:1
N 1.06 0.61 0.70 -0.56
N 0.92 -0.22 -0.43 0.05
N -0.10 -1.01 -0.64 0.63
O -0.03 -1.76 -1.58 -0.62
S -1.87 -0.28 0.14 0.70
O -1.52 1.01 -0.42 -0.46
O -1.48 -0.39 1.53 -0.56
H 1.20 1.72 0.47 0.30
H 0.23 0.53 1.35 0.37
H 1.60 -0.22 -1.11 0.16
```

Its gap between HOMO and LUMO (spin up / spin down) is 9.1 / 9.1 eV. Its structure (SMILES) is NN[N+]([O-])=S(=O)=O. The HOMO energy (spin up / spin down) is -0.3577 / -0.3577 Eh. The net charge is 0.

***

Unit: kcal/mol. Relative energies: (P) 116.9; (Q) 0.0.